This record from the OMol25 dataset describes a molecular structure, C65H73N6OSSb2TeTi at a distorted geometry. The level of theory is the ωB97M-V functional and the def2-TZVPD basis.

Values from the calculation:
Strongest force on any atom (eV/A): 3.55
Lowest unoccupied orbital energy (spin up / spin down) (Ha): -0.032 / -0.032
2S+1: 2
M (u): 1405.39
HOMO energy (spin up / spin down) (eV): -5.90 / -6.77
Orbital gap (spin up / spin down) (eV): 5.04 / 5.91

Cartesian coordinates (Å):
Te  -3.32  -1.10  -0.27
Sb  4.22  2.75  1.16
Sb  1.86  -2.20  -1.16
Ti  0.90  1.51  -0.24
S  2.80  0.18  -0.74
O  -1.52  -0.85  -2.44
N  -0.56  4.39  -1.54
N  -1.69  1.30  1.82
N  -0.17  0.28  -0.95
N  1.53  3.14  -1.61
N  0.68  0.75  1.76
N  -0.70  2.70  0.14
C  -4.66  -2.03  1.12
C  -0.74  0.03  3.54
C  -5.54  -1.31  -4.03
C  7.62  5.47  2.10
C  -1.20  3.64  -0.73
C  -7.37  -4.34  3.59
C  0.21  -3.71  -1.51
C  -4.84  -0.85  -2.91
C  5.87  -0.55  3.63
C  -6.52  -3.13  -5.47
C  3.18  -3.38  0.10
C  5.48  4.43  1.68
C  6.57  0.89  1.37
C  -2.68  3.72  -0.54
C  2.08  3.37  5.02
C  3.07  3.06  4.10
C  -6.90  -2.53  1.89
C  4.32  -2.57  0.71
C  2.77  3.09  -2.15
C  3.34  4.12  -2.85
C  7.04  -0.86  2.96
C  -6.67  -0.77  0.15
C  2.85  3.25  2.73
C  -4.62  -3.14  -2.17
C  -4.30  2.65  0.88
C  7.05  6.73  1.97
C  0.30  -4.84  -0.50
C  5.05  0.48  3.18
C  2.20  -1.58  -4.11
C  1.55  -0.58  3.56
C  0.65  4.15  3.25
C  -0.69  0.01  -2.19
C  -5.79  -2.65  -4.24
C  4.92  5.70  1.54
C  3.71  -4.60  -0.66
C  -3.64  4.47  -1.19
C  5.40  1.22  2.06
C  0.79  4.25  -1.85
C  2.92  -2.39  -3.04
C  2.61  5.30  -3.02
C  -4.40  -1.77  -1.96
C  -6.43  -3.49  2.76
C  1.33  5.34  -2.53
C  6.84  4.33  1.96
C  -4.64  0.65  -2.82
C  -4.13  -4.20  -1.22
C  1.69  0.11  2.38
C  -5.32  -3.55  -3.30
C  -1.74  2.17  0.89
C  -2.69  -3.27  2.19
C  -0.24  0.90  -3.33
C  -0.54  0.70  2.33
C  0.86  3.90  4.60
C  0.29  -0.62  4.16
C  -3.01  2.82  0.45
C  -4.96  4.29  -0.78
C  -4.17  -2.97  2.04
C  7.39  -0.14  1.82
C  4.39  -1.96  -2.97
C  -6.04  -1.79  1.08
C  -5.29  3.40  0.24
C  1.65  3.83  2.33
C  5.69  6.84  1.69
C  0.17  -4.19  -2.95
C  -5.05  -3.68  2.84
H  -7.30  -3.84  -5.21
H  2.65  0.15  1.88
H  -7.44  -0.21  0.69
H  7.66  7.62  2.07
H  3.95  -1.72  1.29
H  -4.82  -4.34  -0.38
H  -7.16  -4.24  4.65
H  -5.94  -0.07  -0.24
H  0.85  1.03  -3.34
H  2.52  -3.72  0.90
H  0.14  -1.15  5.09
H  -4.02  -5.15  -1.73
H  -5.83  -3.64  -6.16
H  -7.26  -5.39  3.33
H  0.48  -4.48  0.51
H  0.69  6.20  -2.66
H  4.99  -2.60  -2.34
H  -5.87  -0.58  -4.77
H  3.86  5.80  1.32
H  1.09  -4.69  -3.26
H  -2.55  -4.26  2.64
H  2.59  -1.82  -5.10
H  -0.70  1.89  -3.21
H  6.84  1.42  0.47
H  2.40  -1.08  3.99
H  2.26  3.21  6.07
H  4.99  -2.16  -0.05
H  -2.18  -3.24  1.23
H  5.58  -1.12  4.51
H  -3.17  -3.92  -0.79
H  -0.04  -3.38  -3.64
H  8.68  5.38  2.32
H  1.47  4.06  1.28
H  -6.32  3.29  0.54
H  -5.57  1.14  -2.54
H  -7.97  -2.35  1.83
H  1.12  -1.75  -4.12
H  4.17  -5.31  0.04
H  8.29  -0.39  1.28
H  -8.40  -4.05  3.41
H  1.08  -5.56  -0.75
H  5.24  7.82  1.59
H  4.02  2.70  4.45
H  -4.54  1.95  1.68
H  -4.33  1.04  -3.79
H  2.87  -3.46  -3.27
H  -0.65  -4.92  -3.06
H  2.36  -0.51  -3.93
H  3.29  2.15  -2.02
H  -0.57  0.48  -4.27
H  -7.14  -1.27  -0.70
H  -5.49  -4.62  -3.45
H  -0.65  -5.39  -0.49
H  -6.98  -2.30  -6.01
H  -0.64  -3.06  -1.31
H  4.91  -3.20  1.38
H  3.04  6.14  -3.54
H  0.09  4.13  5.32
H  4.47  -0.94  -2.59
H  -1.75  0.05  3.94
H  2.94  -5.14  -1.20
H  -3.37  5.15  -1.98
H  7.31  3.36  2.07
H  -2.21  -2.54  2.83
H  4.82  -1.97  -3.98
H  4.34  4.01  -3.25
H  4.13  0.69  3.72
H  -3.88  0.93  -2.09
H  -4.66  -4.42  3.53
H  -0.28  4.59  2.91
H  4.48  -4.32  -1.38
H  -5.75  4.85  -1.27
H  7.68  -1.66  3.31